(1)
Formula: C26H35CrGe2N4O6S2Se
Source: the Open Molecules 2025 dataset
Level of theory: the ωB97M-V functional and the def2-TZVPD basis

As for the spin multiplicity: 6. As for the gap between HOMO and LUMO (spin up / spin down): 0.2835 / 0.2152 Ha. The calculation puts the total energy at -10078.2817 hartree. As for the relative energy (zero: lowest compared OMol25 entry of this formula, charge and spin): 2.7167 eV. As for the expectation value of S²: 8.77.

Positions of all 77 atoms, in Å:
Cr (0.81, 0.11, 0.09)
O (2.72, 1.43, 2.04)
S (3.12, 0.06, 1.60)
O (4.46, -0.29, 1.94)
O (2.78, -0.01, 0.14)
C (1.93, -0.90, 2.58)
C (1.96, -0.59, 3.93)
C (0.97, -1.06, 4.77)
C (-0.08, -1.82, 4.25)
C (-0.10, -2.17, 2.92)
C (0.90, -1.72, 2.07)
S (1.18, -2.64, 0.52)
O (0.56, -3.92, 0.69)
O (2.61, -2.63, 0.39)
O (0.48, -1.81, -0.54)
H (2.77, 0.02, 4.31)
H (1.01, -0.84, 5.83)
H (-0.87, -2.17, 4.91)
H (-0.85, -2.83, 2.52)
N (-1.78, 0.34, 1.37)
N (-1.29, 0.32, 0.01)
H (-2.77, 0.11, 1.38)
H (-1.66, 1.28, 1.73)
H (-1.71, 1.05, -0.55)
H (-1.59, -0.58, -0.38)
C (-4.21, -3.51, 2.30)
N (-4.80, -3.45, 0.97)
C (-6.13, -3.68, 0.67)
C (-6.25, -3.57, -0.67)
N (-4.99, -3.27, -1.17)
C (-4.66, -3.07, -2.57)
C (-4.09, -3.20, -0.16)
Se (-2.27, -2.90, -0.28)
H (-4.90, -4.01, 2.97)
H (-3.99, -2.51, 2.67)
H (-3.27, -4.07, 2.25)
H (-6.87, -3.91, 1.42)
H (-7.11, -3.67, -1.30)
H (-5.34, -3.66, -3.18)
H (-3.64, -3.40, -2.73)
H (-4.74, -2.02, -2.84)
C (1.23, 3.25, 4.02)
Ge (0.61, 3.92, 2.30)
C (-1.36, 3.85, 2.36)
C (1.00, 5.83, 2.22)
Ge (1.37, 2.52, 0.44)
C (0.21, 2.96, -1.17)
C (-0.36, 4.23, -1.18)
C (-1.10, 4.67, -2.28)
C (-1.26, 3.84, -3.38)
C (-0.70, 2.57, -3.38)
C (0.03, 2.13, -2.28)
C (3.08, 3.18, -0.25)
C (3.93, 3.95, 0.54)
C (5.24, 4.20, 0.15)
C (5.72, 3.67, -1.04)
C (4.89, 2.91, -1.84)
C (3.57, 2.68, -1.45)
H (0.75, 3.82, 4.82)
H (2.31, 3.34, 4.10)
H (0.97, 2.19, 4.12)
H (-1.73, 4.68, 2.96)
H (-1.71, 2.92, 2.83)
H (-1.80, 3.93, 1.37)
H (0.53, 6.27, 3.10)
H (0.58, 6.30, 1.33)
H (2.07, 6.04, 2.25)
H (-0.23, 4.90, -0.33)
H (-1.54, 5.66, -2.27)
H (-1.82, 4.19, -4.24)
H (-0.82, 1.93, -4.24)
H (0.46, 1.14, -2.30)
H (3.57, 4.35, 1.49)
H (5.89, 4.80, 0.78)
H (6.75, 3.84, -1.33)
H (5.26, 2.48, -2.76)
H (2.93, 2.07, -2.09)

(2)
Formula: C26H35INOSSbSe4SiW
Source: the Open Molecules 2025 dataset
Level of theory: the ωB97M-V functional and the def2-TZVPD basis

As for the gap between HOMO and LUMO: 0.2308 Ha. The calculation puts the total energy at -12040.2072 hartree. As for the relative energy (zero: lowest compared OMol25 entry of this formula, charge and spin): 0.0000 eV.

Positions of all 72 atoms, in Å:
W (-0.69, -1.35, 0.41)
Se (-1.06, -2.57, 5.34)
Sb (-2.87, -2.27, 3.89)
Se (0.15, -0.79, 2.45)
Se (-2.62, -2.66, 1.45)
Se (-5.11, -1.91, 4.43)
O (1.28, -1.30, -0.38)
S (2.35, -2.24, 0.22)
C (3.44, -1.13, 1.09)
C (3.36, 0.24, 0.91)
C (4.23, 1.05, 1.62)
C (5.14, 0.50, 2.50)
C (5.20, -0.88, 2.68)
C (4.34, -1.70, 1.98)
C (3.36, -2.65, -1.18)
C (3.42, -3.99, -1.52)
C (4.17, -4.37, -2.62)
C (4.83, -3.40, -3.38)
C (4.74, -2.06, -3.03)
C (4.01, -1.67, -1.92)
H (2.63, 0.65, 0.24)
H (4.17, 2.13, 1.50)
H (5.81, 1.14, 3.06)
H (5.91, -1.31, 3.38)
H (4.36, -2.78, 2.13)
H (2.88, -4.72, -0.94)
H (4.24, -5.41, -2.90)
H (5.41, -3.70, -4.24)
H (5.25, -1.31, -3.62)
H (3.94, -0.63, -1.64)
C (-2.38, 1.28, 2.81)
Si (-1.88, 1.06, 1.00)
C (-3.56, 1.41, 0.09)
C (-4.51, 0.21, 0.25)
C (-3.42, 1.77, -1.40)
C (-4.30, 2.58, 0.77)
C (-0.56, 2.45, 0.64)
C (0.49, 2.51, 1.75)
C (-1.21, 3.84, 0.60)
C (0.17, 2.25, -0.69)
H (-2.64, 2.33, 2.98)
H (-1.60, 1.01, 3.52)
H (-3.27, 0.70, 3.05)
H (-4.14, -0.70, -0.20)
H (-5.47, 0.46, -0.20)
H (-4.70, -0.01, 1.31)
H (-2.86, 1.05, -1.98)
H (-2.94, 2.74, -1.53)
H (-4.42, 1.85, -1.85)
H (-4.57, 2.35, 1.80)
H (-5.23, 2.76, 0.23)
H (-3.74, 3.51, 0.77)
H (0.04, 2.66, 2.73)
H (1.16, 3.36, 1.56)
H (1.10, 1.61, 1.80)
H (-1.73, 4.07, 1.53)
H (-1.92, 3.96, -0.22)
H (-0.43, 4.60, 0.47)
H (0.72, 1.30, -0.71)
H (0.90, 3.06, -0.84)
H (-0.51, 2.26, -1.55)
I (-0.41, -3.95, -0.90)
C (-2.03, -1.22, -1.27)
C (-2.95, -1.57, -2.25)
C (-2.63, -1.24, -3.55)
C (-1.43, -0.59, -3.85)
C (-0.56, -0.29, -2.83)
N (-0.92, -0.60, -1.59)
H (-3.86, -2.11, -2.01)
H (-3.31, -1.50, -4.36)
H (-1.17, -0.34, -4.87)
H (0.40, 0.19, -2.97)